Computed, not measured: a cluster of 2 separate species, C2H5NS2 in total, with ωB97M-V with the def2-TZVPD basis set.

ORCA input file:
```
! wB97M-V def2-TZVPD RIJCOSX def2/J DEFGRID3
* xyz 0 1
C -1.0834 -0.0728 0.0022
C -0.0874 2.2209 -0.0747
N -0.3395 0.8177 0.2138
S -1.9599 -1.2736 -0.3875
S 1.8534 -3.2278 0.0642
H 0.8380 -3.9650 0.4525
H 0.2881 2.2007 -1.0782
H -1.0988 2.7316 -0.0275
H 0.4047 2.6364 0.7158
H 1.1848 -2.0682 0.1194
*
```

Energy relative to the best compared isomer or geometry (same formula, charge and spin)   112.1 kJ/mol
HOMO   -9.30 eV
SMILES   CN=C=S.S
Lowest unoccupied orbital energy   0.562 eV
Maximum force   0.0858 hartree/bohr

Results of the Löwdin charge analysis, in e, for atoms 1 through 4: C -0.870; C -0.051; N -0.009; S 0.707



Computed, not measured: a cluster of 8 separate species, C29H44N2O24P in total, with ωB97M-V with the def2-TZVPD basis set.

ORCA input file:
```
! wB97M-V def2-TZVPD RIJCOSX def2/J DEFGRID3
* xyz -1 1
N -1.2680 2.4919 -1.3707
C -2.1640 3.1714 -1.6386
O -2.8795 4.0338 -2.1976
N -4.1588 4.2064 -1.4194
P -5.1730 2.9998 -1.9377
O -6.6501 3.6709 -1.5366
O -4.9981 1.6759 -0.8775
H -7.2219 2.9679 -1.2224
H -4.5455 0.9819 -1.3506
C 0.0510 1.5879 1.2263
C 0.1863 1.5856 2.7309
C 0.3770 0.2204 3.3471
O -0.1957 0.3956 4.6553
C -1.1204 1.3793 4.5543
O -1.9062 1.6565 5.4031
O -1.0315 2.0138 3.3697
H 0.9135 1.1207 0.7536
H -0.8500 1.0673 0.9097
H -0.0338 2.6060 0.8567
H 0.9834 2.2703 3.0375
H 1.4239 -0.0666 3.4237
H -0.1736 -0.5642 2.8269
C -3.5610 -1.5740 -6.2375
C -3.2381 -0.3547 -5.4068
C -3.8290 -0.3715 -4.0220
O -3.9911 1.0222 -3.7198
C -4.1390 1.6693 -4.9277
O -4.4772 2.7825 -5.0921
O -3.8341 0.8166 -5.9608
H -3.2403 -2.4857 -5.7326
H -4.6316 -1.6321 -6.4366
H -3.0607 -1.5196 -7.2051
H -2.1556 -0.1990 -5.3697
H -3.1668 -0.8401 -3.2953
H -4.8110 -0.8523 -3.9778
C -0.9178 5.6867 8.2036
C -0.2413 5.6823 6.8553
C -0.7722 4.6493 5.8986
O 0.3799 4.3792 5.0784
C 1.4750 4.6411 5.8205
O 2.5848 4.3450 5.5136
O 1.1433 5.2871 6.9669
H -1.9926 5.8294 8.0967
H -0.7312 4.7516 8.7333
H -0.5214 6.4895 8.8264
H -0.2737 6.6803 6.4135
H -1.5950 5.0214 5.2980
H -1.0748 3.7201 6.3845
C 2.9430 -3.5129 -1.0256
C 2.0220 -2.3296 -0.8413
C 1.7310 -1.9984 0.5991
O 0.4258 -1.4035 0.5194
C -0.1832 -1.9173 -0.5822
O -1.3299 -1.7885 -0.8402
O 0.7058 -2.6099 -1.3453
H 3.8869 -3.3543 -0.5029
H 2.4785 -4.4266 -0.6569
H 3.1499 -3.6651 -2.0722
H 2.4091 -1.4586 -1.3790
H 2.4463 -1.2966 1.0238
H 1.6771 -2.8834 1.2367
C 5.6885 -6.0598 -6.6767
C 4.5788 -6.1659 -5.6601
C 3.6670 -4.9636 -5.6037
O 3.2238 -4.9863 -4.2407
C 4.1845 -5.6025 -3.5107
O 4.2174 -5.6154 -2.3264
O 5.1002 -6.1938 -4.3189
H 5.2870 -5.8816 -7.6740
H 6.3739 -5.2528 -6.4171
H 6.2738 -6.9785 -6.6985
H 4.0090 -7.0857 -5.8182
H 2.8222 -5.0407 -6.2833
H 4.1884 -4.0210 -5.7856
C -2.7603 7.1932 -0.5675
C -1.8318 7.5892 0.5508
C -0.9079 6.4870 1.0040
O -0.6826 6.8360 2.3839
C -1.7598 7.5324 2.8031
O -1.9779 7.8090 3.9418
O -2.5534 7.8741 1.7693
H -2.2039 6.8303 -1.4310
H -3.4535 6.4134 -0.2466
H -3.3648 8.0464 -0.8786
H -1.2720 8.4903 0.2789
H 0.0301 6.4679 0.4550
H -1.3686 5.4975 0.9619
C 1.4807 -8.0492 0.8375
C 2.5314 -7.0102 1.1414
C 3.5395 -7.4265 2.1861
O 3.9195 -6.1688 2.7586
C 2.8754 -5.3175 2.5943
O 2.7844 -4.2553 3.1082
O 1.9504 -5.8458 1.7539
H 1.9400 -8.9858 0.5211
H 0.8552 -8.2337 1.7113
H 0.8212 -7.7013 0.0430
H 3.0273 -6.6940 0.2187
H 4.4037 -7.9310 1.7607
H 3.1090 -8.0523 2.9721
*
```

HOMO   -3.37 eV
Lowest unoccupied orbital energy   1.346 eV
Maximum force   0.0380 hartree/bohr

Results of the Löwdin charge analysis, in e, for atoms 1 through 4: N 0.137; C -0.470; O -0.162; N -0.234



Computed, not measured: a structure of composition C34H36EuN8O2S3, with ωB97M-V with the def2-TZVPD basis set.

ORCA input file:
```
! wB97M-V def2-TZVPD RIJCOSX def2/J DEFGRID3
* xyz 0 8
Eu 0.4349 -0.3394 0.0027
C -0.9073 0.0388 2.3661
N 0.4972 -0.2929 2.1258
C 0.8622 -1.6873 2.3529
C 1.0575 -2.5830 1.1428
N 0.5163 -2.5558 -0.0752
C 0.9620 -3.6783 -0.7311
C 0.6835 -4.1379 -2.0226
C 1.2574 -5.3428 -2.4455
C 2.0914 -6.0731 -1.6000
C 2.3868 -5.6282 -0.3050
C 1.8040 -4.4272 0.0903
N 1.8622 -3.7085 1.2586
C -1.8093 0.2593 1.1601
N -1.7882 -0.2765 -0.0667
C -2.9186 0.1690 -0.7060
C -3.3846 -0.1056 -1.9962
C -4.5965 0.4575 -2.4037
C -5.3288 1.2780 -1.5438
C -4.8753 1.5672 -0.2523
C -3.6671 0.9942 0.1259
N -2.9270 1.0505 1.3012
H -0.9082 0.9879 2.9544
H -1.3939 -0.7011 3.0182
H 1.2483 0.4628 2.4886
H 0.1597 -2.1844 3.0386
H 1.8179 -1.6696 2.8940
H 0.0319 -3.5675 -2.6646
H 1.0445 -5.7112 -3.4445
H 2.5196 -7.0073 -1.9528
H 3.0332 -6.1980 0.3516
H 2.3773 -3.9739 2.0814
H -2.8091 -0.7499 -2.6504
H -4.9714 0.2484 -3.4007
H -6.2705 1.6988 -1.8841
H -5.4455 2.2021 0.4153
H -3.1886 1.5544 2.1404
O 1.8357 -0.3711 -2.1581
S 0.4390 -0.3164 -2.7086
C 0.3130 -1.6172 -3.9922
C -0.0672 -0.9317 -5.2932
C 0.6962 0.3805 -5.3010
C 0.4004 1.0197 -3.9570
H -0.4251 -2.3561 -3.6833
H 1.2908 -2.0995 -4.0736
H -1.1459 -0.7389 -5.3198
H 0.1803 -1.5529 -6.1581
H 0.3867 1.0263 -6.1269
H 1.7703 0.1919 -5.4068
H -0.6069 1.4462 -3.9394
H 1.1215 1.7948 -3.6907
S 5.2739 -1.0529 -0.0115
C 3.5892 -1.3710 -0.0217
N 2.7966 -0.3317 0.0049
C 3.5611 0.8332 0.0363
C 3.0710 2.1479 0.0693
C 3.9598 3.2205 0.0977
C 5.3347 3.0006 0.0939
C 5.8487 1.7096 0.0611
C 4.9466 0.6379 0.0323
H 3.2109 -2.3828 -0.0491
H 1.9931 2.3198 0.0710
H 3.5729 4.2354 0.1229
H 6.0159 3.8471 0.1164
H 6.9195 1.5382 0.0578
N -2.1233 2.5935 0.4772
C -0.9103 2.4059 1.0041
S 0.4281 2.3976 0.0144
N -0.7806 2.1751 2.3320
C -1.6797 2.3734 3.4097
C -1.3590 1.7702 4.6338
C -2.1869 1.9279 5.7429
C -3.3352 2.7069 5.6498
C -3.6467 3.3357 4.4494
C -2.8209 3.1755 3.3359
H -2.1659 2.6362 -0.5321
H -2.9290 2.1022 0.9348
H 0.1428 1.8405 2.5821
H -0.4688 1.1555 4.7323
H -1.9335 1.4444 6.6808
H -3.9781 2.8358 6.5148
H -4.5264 3.9680 4.3814
H -3.0647 3.7339 2.4387
O 1.5977 0.8251 1.1819
*
```

HOMO (alpha / beta)   -3.67 / -6.20 eV
Lowest unoccupied orbital energy (alpha / beta)   0.384 / -0.125 eV
Maximum force   0.2401 hartree/bohr

Results of the Löwdin charge analysis, in e, for atoms 1 through 4: Eu 1.551; C -0.180; N -0.244; C -0.141



Computed, not measured: a structure of composition C6H14LaO3, with ωB97M-V with the def2-TZVPD basis set.

ORCA input file:
```
! wB97M-V def2-TZVPD RIJCOSX def2/J DEFGRID3
* xyz 3 1
H 1.2263 0.9480 -3.9479
C 0.2490 1.4334 -4.0585
H -0.4764 0.7331 -4.4842
H 0.3361 2.2879 -4.7384
H -0.1161 1.4911 -2.8515
C -2.9217 6.9679 -2.1810
O -2.0563 5.8402 -2.0493
C -0.6917 6.0526 -2.4269
C -0.0004 4.7089 -2.5346
O 1.3243 4.9339 -2.1650
C 1.9949 3.7128 -1.9496
C 0.9807 2.8510 -1.2134
O -0.2197 3.0509 -2.0421
H -3.9008 6.6853 -1.7835
H -2.5180 7.8059 -1.5982
H -3.0038 7.2120 -3.2477
H -0.2026 6.7390 -1.7225
H -0.7238 6.5137 -3.4236
H -0.1004 4.4351 -3.5995
H 2.8792 3.8889 -1.3284
H 2.2563 3.2808 -2.9279
H 1.0360 3.0532 -0.1399
H 1.1205 1.7665 -1.2076
La -2.4888 3.9590 -0.9788
*
```

Energy relative to the best compared isomer or geometry (same formula, charge and spin)   310.0 kJ/mol
HOMO   -20.38 eV
Lowest unoccupied orbital energy   -14.377 eV
Maximum force   0.1236 hartree/bohr

Results of the Löwdin charge analysis, in e, for atoms 1 through 4: H 0.045; C -0.015; H 0.036; H 0.036



Computed, not measured: a structure of composition C10H23N4O2Pt, with ωB97M-V with the def2-TZVPD basis set.

ORCA input file:
```
! wB97M-V def2-TZVPD RIJCOSX def2/J DEFGRID3
* xyz 1 1
Pt 0.1091 0.5323 0.2788
N 2.2642 -0.4659 -0.4997
C 2.7858 -1.3493 0.5493
C 2.6329 -0.6967 1.9323
C 1.8574 -1.5422 2.9445
C 0.3723 -1.6883 2.6209
N -0.3029 -0.3820 2.5746
H 2.1737 -0.9743 -1.3741
H 2.8984 0.3152 -0.6439
H 3.8394 -1.5869 0.3650
H 2.2217 -2.2815 0.4984
H 2.1008 0.2558 1.7904
H 3.6123 -0.4642 2.3544
H 1.9636 -1.0794 3.9281
H 2.2920 -2.5412 3.0009
H -0.0833 -2.3420 3.3761
H 0.2540 -2.1599 1.6421
H -0.0390 0.1734 3.3830
H -1.3105 -0.5044 2.6091
N 0.5668 2.4661 0.4155
C 0.3822 3.6060 0.2543
N 0.3132 4.8808 0.1347
C -0.1173 5.7412 1.2295
C -1.5390 6.2313 0.9261
O -1.5874 6.8885 -0.3147
C -1.1890 6.0551 -1.3755
C 0.2438 5.5454 -1.1608
H 0.5688 6.5920 1.2669
H -0.0869 5.2028 2.1753
H -1.8610 6.9598 1.6709
H -2.2272 5.3710 0.9343
H -1.2431 6.6652 -2.2795
H -1.8732 5.1967 -1.4721
H 0.9309 6.3957 -1.1278
H 0.5380 4.8685 -1.9622
C -2.1115 -1.3949 -0.1188
O -0.8627 -0.9888 -0.5198
H -2.8567 -0.5981 -0.2627
H -2.1468 -1.7095 0.9362
H -2.4279 -2.2466 -0.7370
*
```

HOMO (alpha / beta)   -11.42 / -11.37 eV
Lowest unoccupied orbital energy (alpha / beta)   -4.323 / -4.335 eV
Maximum force   0.0401 hartree/bohr

Results of the Löwdin charge analysis, in e, for atoms 1 through 4: Pt 1.088; N -0.028; C -0.245; C -0.211



Computed, not measured: a cluster of 2 separate species, C7H17N2P in total, with ωB97M-V with the def2-TZVPD basis set.

ORCA input file:
```
! wB97M-V def2-TZVPD RIJCOSX def2/J DEFGRID3
* xyz 0 3
C -1.2395 2.5437 0.1766
C -1.0565 1.1124 0.5801
C 2.8380 -1.7109 -0.9251
C -0.8677 0.1391 -1.7253
C -2.3889 -1.8971 1.1394
C 2.7388 -0.4801 -0.4352
C -0.9243 0.0671 -0.2325
N 2.4148 1.1176 1.3574
N 2.2017 -0.1517 0.7880
P -0.6464 -1.5640 0.5750
H -0.5978 2.8043 -0.6626
H -1.0093 3.2005 1.0123
H -1.0478 0.9283 1.6480
H 2.5303 -2.5669 -0.3518
H -2.2745 2.7299 -0.1263
H 3.2033 -1.8885 -1.9191
H 0.1718 0.0860 -2.0545
H -1.3989 -0.7040 -2.1695
H -1.3106 1.0627 -2.0938
H -2.4553 -2.9398 1.4608
H -3.1182 -1.7023 0.3516
H -2.6035 -1.2576 1.9971
H 3.0219 0.3806 -1.0314
H 3.3733 1.4414 1.2149
H 1.7793 1.7865 0.9233
H 2.1771 -0.8868 1.4807
H -0.7624 -2.3155 -0.6022
*
```

HOMO (alpha / beta)   -4.64 / -8.01 eV
Lowest unoccupied orbital energy (alpha / beta)   0.973 / -1.727 eV
Maximum force   0.1911 hartree/bohr

Results of the Löwdin charge analysis, in e, for atoms 1 through 4: C -0.108; C -0.241; C -0.034; C -0.114